# 1
Below is a 2-piece molecular cluster, C4H9NO3 overall at a distorted geometry, with properties calculated with ωB97M-V with the def2-TZVPD basis set.

```
17
Properties=species:S:1:pos:R:3:lowdin_charge:R:1
N -1.579 1.627 -0.580 0.07
O 1.256 2.299 -0.830 0.07
C 1.191 -1.962 -0.167 0.00
H -1.956 0.697 -0.842 0.06
H 1.073 -2.556 -1.068 0.09
H -2.127 2.077 0.145 0.06
H 1.402 -2.631 0.670 0.10
H 0.548 -0.606 2.147 0.14
O 0.761 0.989 0.923 -0.02
H -1.493 2.245 -1.376 0.06
H 0.397 0.413 -0.982 0.14
H 2.029 -1.276 -0.258 0.09
H -0.979 0.130 1.550 0.12
C 0.038 -0.179 1.277 -0.12
C 0.665 1.369 -0.369 -0.47
O -1.156 -1.442 -0.370 0.06
C -0.068 -1.195 0.130 -0.45
```

Summary:
Electronic energy   -11925.5616 eV
Energy relative to the best compared isomer or geometry (same formula, charge and spin)   191.0 kJ/mol
Highest occupied orbital energy   -9.79 eV
Net charge   0
2S+1   1
Gap between HOMO and LUMO   10.45 eV

***

# 2
Below is one molecule with the formula C4H9NO3 at a distorted geometry, with properties calculated with ωB97M-V with the def2-TZVPD basis set.

```
17
Properties=species:S:1:pos:R:3:lowdin_charge:R:1
H 0.101 -2.410 0.269 0.06
O -1.318 1.664 -0.077 0.07
H -0.120 -0.659 1.594 0.21
H -2.200 -1.093 0.091 0.13
C -0.196 -0.354 0.453 -0.22
O -2.392 -0.138 -0.148 0.20
H -0.394 -1.799 -1.088 0.15
H 2.313 1.359 1.073 0.08
H 2.918 1.305 -0.526 0.12
C -1.356 0.431 0.110 -0.63
H 1.123 0.084 -1.416 0.19
N -0.502 -1.702 -0.020 0.02
C 1.931 1.281 0.063 -0.09
H 1.467 2.281 -0.075 0.10
C 1.164 0.101 -0.236 -0.50
O 2.083 -0.906 -0.160 -0.09
H 2.065 -0.863 0.964 0.21
```

Summary:
Electronic energy   -11924.0800 eV
Energy relative to the best compared isomer or geometry (same formula, charge and spin)   334.0 kJ/mol
Highest occupied orbital energy   -9.87 eV
Net charge   0
2S+1   1
Gap between HOMO and LUMO   10.32 eV

***

# 3
Below is one molecule with the formula C4H9NO3S2 at a distorted geometry, with properties calculated with ωB97M-V with the def2-TZVPD basis set.

```
19
Properties=species:S:1:pos:R:3:lowdin_charge:R:1
H 0.513 1.894 -1.249 0.16
H -2.870 0.293 -1.721 0.07
H -3.092 -1.017 -0.667 0.12
S 3.243 0.895 -0.035 0.72
O -1.374 -0.046 1.448 -0.26
H 1.253 0.319 -2.031 0.13
C 1.055 -0.789 0.609 -0.19
H 1.149 1.536 0.758 0.09
H 0.682 -0.790 1.660 0.12
N -0.362 0.007 -0.932 -0.22
S -1.502 0.616 0.215 0.60
O -1.384 2.029 0.172 -0.28
H 3.108 2.106 -0.755 -0.08
C -2.961 0.152 -0.639 -0.14
O 0.063 -1.229 -0.356 -0.13
H -3.772 0.616 -0.165 0.04
C 0.863 0.791 -1.136 -0.25
C 1.432 0.657 0.226 -0.64
H 1.806 -1.643 0.503 0.15
```

Summary:
Electronic energy   -33593.2216 eV
Energy relative to the best compared isomer or geometry (same formula, charge and spin)   241.2 kJ/mol
Highest occupied orbital energy   -9.30 eV
Net charge   0
2S+1   1
Gap between HOMO and LUMO   9.95 eV

***

# 4
Below is a 2-piece molecular cluster, C4H9NO4 overall at a distorted geometry, with properties calculated with ωB97M-V with the def2-TZVPD basis set.

```
18
Properties=species:S:1:pos:R:3:lowdin_charge:R:1
H 1.466 0.892 0.833 0.09
H 0.175 0.583 -2.884 0.00
N -0.797 -1.465 -0.006 0.01
C 0.730 0.507 0.108 -0.12
H 1.249 -0.854 2.698 0.08
C 0.918 -1.423 1.722 -0.52
O -0.246 2.592 0.724 -0.11
O 0.511 -2.673 1.980 -0.41
H -0.843 0.033 1.453 0.12
H -0.384 -1.520 -0.928 0.03
O -0.619 1.943 -1.380 -0.13
H 1.914 -1.509 1.189 0.07
H -0.789 -2.404 0.382 0.03
H 1.199 0.081 -0.783 0.09
C -0.158 1.765 -0.210 -0.72
H -0.956 -0.022 -2.424 0.02
O -0.275 -0.254 -3.089 -0.14
C -0.116 -0.557 0.876 -0.39
```

Summary:
Electronic energy   -13972.7455 eV
Energy relative to the best compared isomer or geometry (same formula, charge and spin)   60.6 kJ/mol
Highest occupied orbital energy   0.51 eV
Net charge   -2
2S+1   1
Gap between HOMO and LUMO   6.05 eV

***

# 5
Below is a 2-piece molecular cluster, C4H9NO4 overall at a distorted geometry, with properties calculated with ωB97M-V with the def2-TZVPD basis set.

```
18
Properties=species:S:1:pos:R:3:lowdin_charge:R:1
O 0.944 -1.351 1.344 0.03
C -0.770 1.155 -1.860 -0.57
C 0.858 0.621 -0.189 -0.06
H 1.103 -0.133 -1.008 0.15
C -0.568 1.176 -0.387 -0.10
H 1.741 1.331 -0.079 0.14
H -0.161 -2.824 0.900 -0.08
H -0.919 2.096 0.107 0.13
H 0.946 1.519 2.486 0.07
N 1.004 0.542 2.398 0.15
C 0.885 -0.150 1.212 -0.49
O -0.556 1.914 -2.778 0.11
H -0.736 -2.758 -0.616 0.10
O -1.198 -0.056 -2.162 0.09
H -1.500 -0.297 -3.064 0.15
O -0.649 -3.289 0.295 -0.09
H -1.269 0.484 0.112 0.13
H 0.846 0.020 3.290 0.14
```

Summary:
Electronic energy   -13973.7305 eV
Energy relative to the best compared isomer or geometry (same formula, charge and spin)   137.6 kJ/mol
Highest occupied orbital energy   -10.26 eV
Net charge   0
2S+1   1
Gap between HOMO and LUMO   10.69 eV

***

# 6
Below is an isolated ion of composition C4H9NOS and charge -1 at a distorted geometry, with properties calculated with ωB97M-V with the def2-TZVPD basis set.

```
16
Properties=species:S:1:pos:R:3:lowdin_charge:R:1
C -1.502 0.221 0.421 -0.57
C 2.404 -0.844 0.922 -0.53
H 2.755 -0.769 2.003 0.07
H -1.758 -0.802 0.168 0.05
H 0.035 0.861 -2.018 0.05
H 0.351 1.222 0.305 0.08
H 0.550 -1.718 0.891 0.08
C -0.007 0.249 0.121 -0.51
H 1.294 -0.410 -1.517 0.05
N 0.808 -0.704 1.032 -0.07
H -1.662 0.517 1.567 0.11
C 0.262 -0.066 -1.438 -0.08
S -2.431 1.554 -0.589 0.49
H 2.579 0.196 0.469 0.07
H -0.509 -0.894 -1.687 0.09
O 2.832 -1.937 0.232 -0.37
```

Summary:
Electronic energy   -18664.3165 eV
⟨S²⟩   0.753
Energy relative to the best compared isomer or geometry (same formula, charge and spin)   187.8 kJ/mol
Highest occupied orbital energy (alpha / beta)   -2.86 / -2.85 eV
Net charge   -1
2S+1   2
Gap between HOMO and LUMO (alpha / beta)   5.86 / 3.69 eV

***

# 7
Below is a 2-piece molecular cluster, C4H9NOS overall at a distorted geometry, with properties calculated with ωB97M-V with the def2-TZVPD basis set.

```
16
Properties=species:S:1:pos:R:3:lowdin_charge:R:1
H 1.170 -0.640 2.300 0.07
H 0.483 -2.267 -0.484 0.14
O -1.087 -2.111 -2.171 -0.08
N 0.660 -0.400 -1.464 0.08
H -1.522 -0.105 -1.653 0.13
H -1.136 -1.034 1.475 0.10
C -0.805 -0.941 -1.608 -0.35
H 0.791 0.541 -1.468 -0.06
H -0.994 0.330 0.350 0.01
H 0.366 3.844 -0.580 -0.45
C -0.470 -0.486 0.800 -0.24
H 0.196 1.028 2.268 0.05
H 1.369 0.653 1.069 -0.01
C 0.224 -1.195 -0.350 -0.21
C 0.652 0.177 1.719 -0.18
S 0.105 2.605 -0.201 0.00
```

Summary:
Electronic energy   -18664.3483 eV
⟨S²⟩   0.761
Energy relative to the best compared isomer or geometry (same formula, charge and spin)   184.7 kJ/mol
Highest occupied orbital energy (alpha / beta)   -3.24 / -3.24 eV
Net charge   -1
2S+1   2
Gap between HOMO and LUMO (alpha / beta)   7.13 / 5.74 eV

***

# 8
Below is an isolated ion of composition C4H9NOS and charge -1 at a distorted geometry, with properties calculated with ωB97M-V with the def2-TZVPD basis set.

```
16
Properties=species:S:1:pos:R:3:lowdin_charge:R:1
C -1.673 -0.157 -1.943 -0.57
S 1.259 0.714 2.482 0.54
O -1.342 -1.025 -2.885 -0.33
H -0.096 -2.108 0.899 0.06
H -2.257 -0.585 -1.084 0.08
C -0.229 0.010 0.065 -0.52
H 1.685 1.035 0.275 0.06
H 0.211 -0.019 -1.897 0.08
H -2.301 0.689 -2.316 0.07
H 1.410 -1.347 0.230 0.06
H 0.227 2.000 0.650 0.05
N -0.441 0.467 -1.287 -0.05
H -1.180 0.043 0.608 0.12
C 0.321 -1.432 0.158 -0.08
H 0.103 -1.899 -0.807 0.06
C 0.702 1.026 0.762 -0.61
```

Summary:
Electronic energy   -18665.1342 eV
⟨S²⟩   0.753
Energy relative to the best compared isomer or geometry (same formula, charge and spin)   108.9 kJ/mol
Highest occupied orbital energy (alpha / beta)   -2.68 / -2.68 eV
Net charge   -1
2S+1   2
Gap between HOMO and LUMO (alpha / beta)   5.74 / 3.73 eV